No. 1
17
Properties=species:S:1:pos:R:3 method="wB97M-V/def2-TZVPD" gap_ev=9.107 homo_energy_ha=-0.335 multiplicity=1 mol_weight_da=115.13 relative_energy_kcal_mol=97.55
C 1.60126 -0.88466 -0.72336
C 1.02301 -1.41485 -1.81983
C 1.19188 0.66182 0.55498
N 2.12817 0.38928 -0.56506
H 1.89544 -1.57692 0.04461
H 0.57714 -0.78137 -2.58700
H 1.07615 -2.48679 -2.02217
H 0.74523 1.65714 0.59306
H 1.44166 0.16777 1.49319
H 1.99724 0.99179 -1.39084
O -1.05723 0.73244 1.93067
C -1.32560 0.40334 0.71688
O -0.53987 0.44061 -0.32678
C -2.65157 -0.25288 0.31688
H -3.04986 0.29095 -0.56685
H -2.54917 -1.32877 0.09720
H -3.28809 -0.11984 1.18983

No. 2
17
Properties=species:S:1:pos:R:3 method="wB97M-V/def2-TZVPD" gap_ev=8.869 homo_energy_ha=-0.336 multiplicity=1 mol_weight_da=115.13 relative_energy_kcal_mol=272.86
C -2.10956 -0.22782 0.60033
C -0.70225 -0.22155 -0.20197
C 1.14697 -1.38419 -0.54864
C 1.66571 -0.03892 -0.19482
C 0.29662 0.80774 0.19371
H -2.05801 0.89557 1.36880
H -2.41497 -1.84974 1.36428
H -3.14476 -0.24206 -0.75077
H -1.27583 0.44435 -0.96210
H 1.87536 -2.27925 -0.60243
H 2.03987 0.27697 -1.30105
H 2.04378 0.40908 1.57987
H 0.26918 0.86128 1.26777
H -0.41889 1.98081 -1.54455
N -0.07416 -1.46032 -0.45528
O 2.60824 0.02613 0.68245
O 0.25272 2.00192 -0.49560

No. 3
17
Properties=species:S:1:pos:R:3 method="wB97M-V/def2-TZVPD" gap_ev=9.803 homo_energy_ha=-0.331 multiplicity=1 mol_weight_da=115.13 smiles="O=C(O)[C@H]1CCCN1" relative_energy_kcal_mol=8.88
N -1.12911 0.35344 -0.76293
C -1.28819 1.67403 -0.13471
C -0.86300 1.55063 1.32524
C -0.02931 0.24358 1.38245
C -0.38762 -0.54572 0.12812
C 0.86736 -1.10268 -0.48726
O 1.51912 -0.24567 -1.28905
O 1.33134 -2.17325 -0.18243
H -2.01878 -0.05968 -1.00077
H -0.59207 2.34454 -0.64392
H -2.29712 2.04279 -0.28722
H -1.71704 1.46084 1.99821
H -0.21990 2.36686 1.63964
H 1.02540 0.51193 1.42823
H -0.24212 -0.25428 2.32346
H -1.01542 -1.39482 0.35510
H 2.40585 -0.58738 -1.45154

No. 4
17
Properties=species:S:1:pos:R:3 method="wB97M-V/def2-TZVPD" gap_ev=9.650 homo_energy_ha=-0.333 multiplicity=1 mol_weight_da=115.13 smiles=NCC1[C@H]2OCO[C@H]12 relative_energy_kcal_mol=245.17
C 1.73169 0.39231 -0.19091
C 0.54215 0.06762 0.72773
C -0.84348 0.72920 0.51088
C -2.62549 -0.31764 -0.57254
C -0.67275 -0.56326 0.12112
H 3.12853 -0.79993 0.79672
H 3.93267 0.13226 -0.53141
H 1.90602 1.62137 0.07985
H 1.50054 0.06926 -1.34970
H 0.81192 0.08905 1.81690
H -1.32818 0.79304 1.44298
H -3.61392 -0.27100 -0.00870
H -2.70132 -0.88473 -1.64310
H -0.68503 -0.51035 -0.99808
N 2.88835 -0.54610 -0.37376
O -2.00093 1.04520 -0.32310
O -1.97078 -1.04631 0.49514

No. 5
17
Properties=species:S:1:pos:R:3 method="wB97M-V/def2-TZVPD" gap_ev=8.754 homo_energy_ha=-0.300 multiplicity=1 mol_weight_da=115.13 relative_energy_kcal_mol=288.36
C -2.01759 -1.18747 -2.29595
C -1.03568 0.44005 -0.28589
C 0.27401 0.93586 0.31441
C 1.83461 0.46795 1.62644
C -0.06949 -0.49820 0.57555
H -3.11365 -0.94145 -1.71960
H -2.24608 -0.49052 -3.56180
H -1.77513 -2.62455 -2.45345
H -0.06127 0.08999 -2.24639
H -2.02979 0.69741 -0.14284
H -0.01302 1.27037 1.42764
H 2.55306 -0.36083 1.60247
H 1.72334 1.44543 2.24884
H 0.37349 -1.25960 -0.16144
N -1.08711 -0.19749 -1.59044
O 1.61599 0.80268 0.21274
O 0.66947 -0.47680 1.85380

No. 6
17
Properties=species:S:1:pos:R:3 method="wB97M-V/def2-TZVPD" gap_ev=9.575 homo_energy_ha=-0.328 multiplicity=1 mol_weight_da=115.13 smiles="C=C=[N+]([O-])O.C=CC" relative_energy_kcal_mol=178.32
C -0.83745 -0.51414 -2.02303
C -0.38809 0.64729 -1.69890
C 1.30178 -0.78969 1.44401
C -1.22471 -0.41641 1.30766
C -0.16805 -1.16969 1.51793
N -0.07058 1.84753 -1.35527
O 1.31570 1.95785 -1.09665
O -0.88397 2.70955 -1.06491
H -1.13419 -0.87311 -2.96820
H -0.91577 -1.37966 -1.29460
H 1.40733 -0.15214 2.30179
H 1.88825 -1.60929 1.57143
H 1.42477 -0.30289 0.56072
H -1.09089 0.55041 0.80034
H -2.14472 -0.87454 1.62329
H -0.29340 -2.25236 1.95047
H 1.81399 2.62129 -1.57609

No. 7
17
Properties=species:S:1:pos:R:3 method="wB97M-V/def2-TZVPD" gap_ev=10.290 homo_energy_ha=-0.352 multiplicity=1 mol_weight_da=115.13 smiles="CNC(=O)CC(C)=O" relative_energy_kcal_mol=23.72
C 0.17975 -0.55915 -0.13865
C -0.86741 1.00466 -2.41293
C 0.72388 -1.10965 2.45991
N -1.12780 1.23562 -1.01185
C -0.20640 0.82853 0.12288
C 1.18529 -1.10593 1.02365
O -0.09467 1.52073 1.10762
O 2.28500 -1.54193 0.70611
H -1.59058 2.10978 -0.77956
H 0.77189 -0.63661 -1.05332
H -0.67729 -1.23426 -0.13956
H -0.88073 -0.06974 -2.61710
H -1.64288 1.49211 -3.01140
H 0.10896 1.41417 -2.69432
H -0.34897 -1.31341 2.50496
H 0.93243 -0.14160 2.92037
H 1.24954 -1.89332 3.01318

No. 8
17
Properties=species:S:1:pos:R:3 method="wB97M-V/def2-TZVPD" gap_ev=9.758 homo_energy_ha=-0.334 multiplicity=1 mol_weight_da=115.13 smiles="CN[C@@H](C=O)CC=O" relative_energy_kcal_mol=79.98
C -2.06517 0.49311 -1.12532
N -0.81868 0.95915 -0.65400
C 0.42685 0.04421 -0.64054
C 0.54135 -0.78716 0.62535
C -0.79597 -1.26084 1.04898
O -1.24771 -1.31697 2.18453
C 1.68910 0.98022 -0.41321
O 2.79678 0.85766 -0.84777
H -2.09433 -0.50661 -1.77108
H -2.81449 0.36411 -0.41774
H -2.45848 1.26360 -1.81489
H -0.81137 1.60093 0.00315
H 0.32547 -0.49701 -1.69941
H 1.26685 -1.74352 0.49949
H 1.04250 -0.27829 1.50219
H -1.45083 -1.70254 0.15076
H 1.55589 1.64255 0.45986

No. 9
17
Properties=species:S:1:pos:R:3 method="wB97M-V/def2-TZVPD" gap_ev=9.777 homo_energy_ha=-0.353 multiplicity=1 mol_weight_da=115.13 relative_energy_kcal_mol=64.79
C -2.28063 -0.42990 0.46089
C -0.99415 -1.14628 0.13682
C 1.36683 -0.46738 1.31846
N 0.35186 0.02107 0.75616
O -0.84420 -2.33569 0.22506
H -2.96161 -0.53476 -0.38109
H -2.72675 -0.89279 1.34223
H -2.11557 0.62570 0.66012
H 1.22318 -1.11656 2.17689
H 2.39069 -0.29885 0.98879
C 1.55202 1.10646 -1.21746
C 0.23879 0.67613 -0.59254
O -0.36374 -0.37298 -1.24503
H -0.42875 1.54163 -0.44768
H 2.00293 1.93361 -0.66756
H 1.34874 1.42453 -2.23985
H 2.24037 0.26606 -1.27422

No. 10
17
Properties=species:S:1:pos:R:3 method="wB97M-V/def2-TZVPD" gap_ev=9.348 homo_energy_ha=-0.354 multiplicity=1 mol_weight_da=115.13 relative_energy_kcal_mol=270.08
C 1.55131 -1.12308 0.02835
C 0.94314 -0.07031 0.84599
C 1.43722 1.19023 0.22043
C -0.61748 -0.30657 0.82828
C -1.08387 0.53603 -1.49102
H 1.32015 -0.93109 -1.01571
H 0.94503 -2.19714 0.09799
H 2.63970 -0.89669 0.39889
H 1.15609 -0.08046 1.93430
H 0.00552 1.44893 -0.49318
H 2.01475 2.12718 1.57289
H 2.70257 1.18527 -0.99036
H -2.26304 0.52475 0.30416
H -1.91009 0.85737 -2.07562
N -1.37251 -0.05286 -0.27535
O -1.33032 -0.78180 1.81791
O 0.03218 0.40357 -1.86768

No. 11
17
Properties=species:S:1:pos:R:3 method="wB97M-V/def2-TZVPD" gap_ev=9.186 homo_energy_ha=-0.313 multiplicity=1 mol_weight_da=115.13 relative_energy_kcal_mol=55.03
C -0.47533 0.57842 -0.33289
C -0.01074 -0.93820 1.79087
C -0.11073 2.04096 -0.42890
N 0.48840 -0.32916 0.57658
C -0.29084 -0.23534 -1.57983
C 0.36579 -1.51275 -0.98706
O -0.43847 0.04459 -2.73584
O -0.34719 -2.46745 -0.70956
H 1.37511 0.14168 0.71785
H -1.47424 0.41522 0.07809
H 1.42874 -1.61286 -1.28483
H -0.76334 -1.68072 1.51762
H 0.79706 -1.46239 2.30209
H -0.45646 -0.20544 2.47093
H -0.79870 2.52925 -1.11883
H -0.18762 2.53008 0.54104
H 0.89858 2.16412 -0.81730

No. 12
18
Properties=species:S:1:pos:R:3 method="wB97M-V/def2-TZVPD" gap_ev="8.278 / 8.277" homo_energy_ha="-0.341 / -0.341" multiplicity=1 mol_weight_da=147.20 smiles="NCCCC(=S)C(=O)O" relative_energy_kcal_mol=48.10
C 2.19363 -0.89205 0.05020
C -0.61068 0.57807 0.68478
C 0.66785 0.22972 1.53356
C -0.89380 -0.55345 -0.40408
C 1.73038 0.42645 0.60106
N 0.05692 -0.23276 -1.48505
O 1.82447 -1.96951 0.51301
O 3.10923 -0.72253 -0.90250
S 2.55281 1.76658 0.13007
H -1.56458 0.62282 1.16127
H -0.47231 1.53279 0.01773
H 0.58319 1.01085 2.26778
H 0.55062 -0.73665 1.82974
H -0.76211 -1.49914 -0.09160
H -1.90500 -0.42707 -0.63811
H 0.34668 -1.10831 -1.86940
H -0.18281 0.31737 -2.27843
H 3.37375 0.32791 -1.06119